No. 1
80
Properties=species:S:1:pos:R:3:mulliken_charge:R:1 method="wB97M-V/def2-TZVPD" homo_lumo_gap_ev=9.016 charge=-1 e_lumo_ev=2.47 homo_ev=-6.545 spin_multiplicity=1 fmax_ha_per_bohr=0.017 e_above_lowest_ev=0.000
Cl -12.60598 27.79169 -21.60716 1.560
O -12.58781 29.18860 -21.97395 -0.701
O -11.58260 27.54793 -20.61195 -0.616
O -13.90275 27.42836 -21.07572 -0.729
O -12.35312 26.97573 -22.78274 -0.553
O -10.14781 21.46880 -25.40218 -0.931
P -10.97678 22.58748 -25.88606 0.252
N -10.25615 23.69514 -26.89514 0.411
C -9.33228 24.64992 -26.31540 -0.968
C -9.88156 23.26183 -28.23075 -1.076
N -11.50023 23.53728 -24.64335 0.615
C -11.36138 23.04777 -23.29084 -0.946
C -12.62599 24.45024 -24.82551 -0.828
N -12.24722 22.06416 -26.80766 0.249
C -13.07964 22.93394 -27.62670 -1.218
C -12.77210 20.73399 -26.59249 -1.118
H -8.39142 24.18093 -25.99228 0.300
H -9.77844 25.16075 -25.46692 0.207
H -9.06384 25.38700 -27.07739 0.383
H -8.90200 22.76379 -28.23181 0.322
H -9.77396 24.13673 -28.88000 0.327
H -10.63993 22.60435 -28.64070 0.354
H -12.24123 22.48542 -22.93564 0.271
H -10.52081 22.36210 -23.21001 0.411
H -11.21453 23.87039 -22.58678 0.113
H -12.73306 25.05515 -23.92523 0.437
H -12.46268 25.11671 -25.67156 0.122
H -13.56705 23.90027 -24.96356 0.225
H -12.81602 23.97998 -27.49375 0.384
H -12.97332 22.68398 -28.68867 0.341
H -14.13256 22.83784 -27.34588 0.426
H -13.25605 20.37590 -27.50332 0.379
H -13.48775 20.68281 -25.76068 0.284
H -11.96587 20.04256 -26.34493 0.327
O -13.62209 28.87939 -14.63600 -0.596
C -13.41799 28.99638 -15.80721 0.519
O -12.17676 29.17811 -16.30833 -0.375
C -12.17696 29.11696 -17.75553 -0.207
C -13.55709 28.59192 -18.16253 -0.295
C -14.41246 28.95124 -16.93724 -0.508
H -11.35596 28.47969 -18.06310 0.218
H -12.00590 30.12826 -18.13014 0.198
H -13.48525 27.52660 -18.37582 0.236
H -13.94044 29.05043 -19.06807 0.242
H -15.24184 28.28963 -16.70741 0.307
H -14.82537 29.94448 -17.13083 0.251
C -16.73766 28.80681 -23.67618 -1.587
C -15.73595 28.49111 -24.77602 0.747
C -14.86778 29.71298 -25.01270 -0.625
O -14.23003 29.76647 -26.28560 -0.413
C -13.03341 29.03556 -26.43169 -0.317
N -15.03014 27.25768 -24.39712 -0.527
H -16.23360 29.31540 -22.84279 0.334
H -17.20701 27.91929 -23.25452 0.401
H -17.53205 29.48646 -23.99637 0.428
H -16.30203 28.32791 -25.70119 0.180
H -14.12974 29.83550 -24.20856 0.253
H -15.51269 30.59671 -25.02431 0.340
H -12.23939 29.45232 -25.79937 0.264
H -12.72455 29.17151 -27.46796 0.292
H -13.15776 27.97508 -26.21988 -0.013
H -14.81586 27.31724 -23.40411 0.126
H -14.10165 27.24946 -24.79999 0.110
C -5.73457 25.69845 -18.89095 -1.320
C -5.48194 26.52553 -20.13892 0.381
C -6.76588 26.72702 -20.93192 -0.617
O -7.39241 25.47248 -21.11931 -0.403
C -8.65748 25.59801 -21.74053 -0.465
N -4.94112 27.86258 -19.87087 -0.717
H -4.83257 25.58558 -18.28274 0.385
H -6.12967 24.71632 -19.14641 0.336
H -6.46693 26.18362 -18.23407 0.269
H -4.76399 25.99046 -20.76687 0.271
H -6.51770 27.14995 -21.91009 0.355
H -7.42587 27.38910 -20.35385 0.276
H -8.91431 24.61233 -22.12295 0.169
H -8.69124 26.38641 -22.49855 0.313
H -9.44037 25.86884 -21.01804 0.232
H -5.58206 28.34654 -19.24533 0.281
H -4.09517 27.78510 -19.31367 0.263

No. 2
84
Properties=species:S:1:pos:R:3:mulliken_charge:R:1 method="wB97M-V/def2-TZVPD" homo_lumo_gap_ev="7.735 / 7.816" e_lumo_ev="-0.06 / -0.06" homo_ev="-7.796 / -7.876" spin_multiplicity=2 fmax_ha_per_bohr=0.065 e_above_lowest_ev=0.000
O -1.30032 1.89238 -1.11110 -0.201
V 0.13098 1.32046 -0.70486 0.853
C -0.52431 -1.24140 2.88305 -1.293
C -0.12226 0.12335 2.32743 1.107
C 1.31069 0.55381 2.59235 -1.500
O -0.49255 0.18396 0.96343 -0.206
H -1.56925 -1.43313 2.67066 0.089
H -0.43675 -1.06919 3.97081 0.476
H 0.24317 -2.01136 2.76854 0.187
H -0.75826 0.85114 2.86797 0.227
H 2.05091 -0.25058 2.56351 0.173
H 1.34660 0.77162 3.67754 0.500
H 1.58077 1.50807 2.15934 0.096
C 1.32003 0.93204 -4.18582 -0.919
C 1.51048 2.29455 -3.50965 0.745
C 0.97876 3.42663 -4.36299 -1.600
O 1.13017 2.37251 -2.18041 -0.300
H 1.56759 1.01216 -5.24707 0.496
H 0.31066 0.59951 -3.93240 0.034
H 1.99982 0.13855 -3.85715 -0.010
H 2.61731 2.42670 -3.46551 0.023
H 1.11480 4.38460 -3.85736 0.301
H -0.08419 3.27544 -4.57741 0.358
H 1.48610 3.55466 -5.32314 0.412
O -1.96674 -2.23194 -2.12067 -0.648
S -0.59898 -1.88234 -2.07402 0.921
O -0.23184 -0.51901 -1.85945 -0.453
O 0.14876 -2.77894 -1.00526 -0.132
C -0.46076 -4.05543 -0.69050 -0.806
C -1.37261 -3.89565 0.54575 -0.340
C 0.20192 -2.50015 -3.52066 -1.101
H 0.31057 -4.79698 -0.49285 0.492
H -1.04881 -4.43258 -1.52659 0.458
H -2.35776 -4.24432 0.24876 0.181
H -1.35048 -2.88172 0.93570 -0.324
H -0.97660 -4.50796 1.35723 0.433
H 1.27975 -2.35401 -3.49394 0.216
H -0.21505 -2.11804 -4.44754 0.433
H 0.05717 -3.57947 -3.45645 0.411
O 2.20833 0.72026 -0.16935 0.404
S 3.58985 0.33620 -0.23450 1.095
O 4.60382 1.25027 0.14139 -0.694
O 3.77970 -1.01967 0.54068 -0.488
C 2.77708 -2.04817 0.35694 1.588
C 3.52849 -3.35328 0.43572 -1.666
C 3.97638 -0.18687 -1.89293 -0.530
H 2.22944 -1.84310 -0.55862 -0.348
H 2.00090 -2.02902 1.12537 -0.458
H 4.16761 -3.40992 1.31393 0.379
H 4.03156 -3.56503 -0.50923 0.365
H 2.88709 -4.23227 0.56615 0.383
H 3.29793 -0.94423 -2.27548 -0.102
H 5.00808 -0.52366 -1.84832 0.494
H 3.86778 0.69666 -2.52143 0.161
O 2.79333 3.83265 1.33745 -0.653
S 1.49065 4.13256 0.84405 1.158
O 0.57364 3.07136 0.52411 -0.811
O 0.73971 5.07141 1.87830 -0.319
C 0.54961 4.46317 3.18071 0.116
C 0.24825 5.58878 4.13280 -1.458
C 1.64691 5.20687 -0.54669 -1.105
H 1.44721 3.92875 3.49907 0.364
H -0.25497 3.72764 3.14174 0.192
H -0.52156 6.24369 3.71553 0.334
H 1.10065 6.20376 4.41432 0.331
H -0.22477 5.25758 5.06039 0.403
H 2.39821 4.68602 -1.14241 0.283
H 2.05133 6.15265 -0.20122 0.484
H 0.72382 5.21703 -1.11655 0.324
O -3.99368 -2.82033 2.82284 -0.573
S -5.30304 -2.67668 2.26278 1.192
O -6.28506 -2.00577 3.05067 -0.640
O -5.25039 -1.98563 0.82931 -0.352
C -4.01312 -1.30160 0.47867 0.851
C -4.32662 -0.18037 -0.47156 -1.254
C -5.96472 -4.25291 1.77539 -0.933
H -3.30983 -2.01618 0.05454 -0.226
H -3.51274 -0.93130 1.37267 0.056
H -5.08546 0.44775 0.00486 0.443
H -4.77997 -0.53471 -1.39718 0.332
H -3.45384 0.43963 -0.64346 0.112
H -6.36148 -4.63214 2.71597 0.338
H -5.20035 -4.93930 1.42139 0.295
H -6.70528 -4.08048 1.00192 0.345